{
  "formula": "C9H24O3",
  "method": "wB97M-V/def2-TZVPD",
  "molar_mass_da": 180.29,
  "charge": 1,
  "homo_lumo_gap_ev": [10.14, 3.12],
  "s2": 0.755,
  "multiplicity": 2,
  "total_energy_ev": -15853.9485,
  "species": ["C", "C", "C", "O", "H", "H", "H", "H", "H", "H", "H", "H", "C", "C", "C", "O", "H", "H", "H", "H", "H", "H", "H", "H", "C", "C", "C", "O", "H", "H", "H", "H", "H", "H", "H", "H"],
  "xyz": [[27.595, -14.020, 5.527], [27.929, -14.924, 4.317], [27.611, -14.370, 2.928], [29.353, -15.193, 4.414], [27.987, -13.006, 5.605], [27.839, -14.398, 6.520], [26.522, -13.833, 5.506], [27.369, -15.850, 4.453], [27.785, -15.119, 2.156], [28.152, -13.476, 2.618], [26.578, -14.023, 2.901], [29.376, -15.946, 5.009], [23.369, -18.801, 3.241], [24.631, -17.983, 3.368], [24.485, -16.577, 2.715], [24.934, -17.874, 4.750], [23.093, -18.898, 2.191], [22.537, -18.362, 3.792], [23.511, -19.845, 3.518], [25.404, -18.511, 2.810], [23.779, -16.030, 3.341], [24.034, -16.628, 1.724], [25.469, -16.110, 2.675], [24.139, -17.658, 5.243], [21.522, -18.687, 6.238], [21.839, -17.433, 7.005], [22.781, -17.817, 8.177], [22.558, -16.562, 6.276], [20.878, -18.525, 5.374], [21.023, -19.451, 6.835], [22.472, -19.058, 5.853], [20.929, -16.889, 7.258], [22.347, -18.590, 8.810], [22.897, -16.986, 8.873], [23.703, -18.290, 7.838], [22.714, -15.725, 6.721]],
  "forces_ev_per_a": [[-1.2, 0.6, -0.1], [1.6, 1.4, 0.8], [-0.2, 0.4, 0.3], [-1.1, -0.5, -0.5], [0.6, -0.1, -1.0], [0.0, -0.8, -0.3], [-0.4, -0.2, 0.2], [-0.1, -0.3, 0.0], [-0.1, -0.1, 0.1], [0.5, -0.1, 0.5], [-0.3, -0.3, 0.0], [0.6, 0.0, 0.1], [-1.3, -0.4, -0.5], [0.3, -1.5, 0.3], [-0.5, 1.1, 0.5], [1.6, -0.3, -2.5], [0.0, 0.5, -0.1], [0.0, -0.1, -0.1], [0.3, 0.2, 0.6], [0.8, 0.3, 0.7], [0.2, 0.3, 0.0], [0.2, -0.6, 0.0], [-0.1, 0.0, 0.1], [-1.6, 0.8, 1.0], [-0.2, 0.1, -0.8], [-0.5, -1.7, 2.9], [-1.8, -0.5, 1.0], [2.4, 1.9, -3.9], [-0.1, 0.2, -0.1], [0.3, 0.1, 0.2], [0.0, -0.5, 0.1], [-0.3, -0.5, 0.8], [-0.3, -0.1, 0.0], [0.6, 0.2, -0.3], [0.2, 0.6, -0.3], [-0.1, -0.1, 0.2]]
}

=====

{
  "formula": "C9H25BF4O4V2",
  "method": "wB97M-V/def2-TZVPD",
  "molar_mass_da": 385.99,
  "charge": 2,
  "homo_lumo_gap_ev": [7.87, 8.32],
  "s2": 12.007,
  "multiplicity": 7,
  "total_energy_ev": -80838.9912,
  "species": ["V", "V", "O", "H", "B", "F", "F", "F", "F", "C", "C", "C", "O", "H", "H", "H", "H", "H", "H", "H", "H", "C", "C", "C", "O", "H", "H", "H", "H", "H", "H", "H", "H", "C", "C", "C", "O", "H", "H", "H", "H", "H", "H", "H", "H"],
  "xyz": [[1.856, 15.812, 11.200], [5.203, 15.044, 13.504], [3.744, 15.991, 12.258], [4.383, 16.657, 11.937], [2.357, 13.173, 10.981], [1.518, 12.636, 10.072], [3.220, 12.212, 11.412], [3.154, 14.083, 10.364], [1.603, 13.858, 11.957], [5.619, 18.064, 16.396], [4.637, 16.815, 16.286], [3.172, 17.092, 16.787], [4.610, 16.626, 14.877], [5.007, 18.946, 16.205], [6.419, 18.009, 15.657], [6.055, 18.136, 17.392], [5.110, 16.003, 16.839], [2.698, 17.937, 16.288], [3.030, 17.240, 17.858], [2.488, 16.281, 16.536], [4.151, 17.416, 14.581], [6.168, 11.506, 12.439], [6.478, 12.691, 11.543], [6.379, 12.355, 9.981], [5.455, 13.671, 11.734], [5.156, 11.239, 12.134], [6.148, 11.604, 13.524], [6.814, 10.648, 12.254], [7.433, 13.044, 11.931], [5.530, 11.761, 9.645], [7.224, 11.709, 9.742], [6.491, 13.190, 9.289], [4.834, 13.411, 11.049], [7.058, 18.735, 11.626], [6.563, 17.278, 11.342], [7.170, 16.745, 10.023], [6.779, 16.405, 12.420], [7.967, 18.793, 12.225], [6.355, 19.302, 12.236], [7.234, 19.415, 10.792], [5.476, 17.277, 11.268], [6.994, 15.670, 9.991], [8.236, 16.948, 9.918], [6.633, 17.232, 9.208], [7.629, 16.620, 12.812]],
  "forces_ev_per_a": [[2.3, -1.6, 0.9], [-0.5, 0.8, -2.0], [-0.8, 0.3, -0.1], [-0.9, -0.3, -0.1], [-0.3, -4.3, -1.3], [-1.1, 0.2, -0.4], [0.1, -0.4, 1.4], [0.7, 4.0, -1.3], [-0.5, 1.8, 1.2], [-1.3, -0.8, 0.8], [0.5, 2.6, 1.9], [0.4, -0.5, -0.4], [-0.2, -1.8, -0.9], [0.2, 0.2, 0.0], [-0.1, -0.2, 0.1], [-0.1, 0.2, 0.0], [-0.3, -0.5, -0.6], [0.5, 0.5, -0.1], [0.6, 0.1, 0.0], [0.3, -0.5, 0.0], [-0.1, 0.0, -0.7], [-1.0, -1.1, -1.0], [0.2, -1.3, -0.8], [1.8, -0.6, 1.0], [0.5, 1.4, 1.4], [0.0, -0.6, 0.3], [0.2, 0.8, 0.0], [0.1, 0.1, -0.2], [0.2, 0.8, -0.9], [-0.5, 0.1, 0.7], [0.1, -0.1, 0.0], [-0.1, 0.4, 0.5], [-0.8, 0.5, 0.3], [-0.6, 0.1, 0.9], [0.7, 1.9, -2.0], [-0.7, -0.1, 0.8], [0.0, -1.1, 1.8], [0.3, -0.5, -0.1], [-0.3, -0.2, 0.2], [-0.1, -0.7, -0.5], [0.2, 0.5, -0.7], [0.0, 0.0, -0.2], [-0.1, 0.1, 0.2], [0.2, -0.1, -0.1], [0.3, -0.1, 0.2]]
}

=====

{
  "formula": "C9H25F6N2O6",
  "method": "wB97M-V/def2-TZVPD",
  "molar_mass_da": 371.30,
  "charge": -1,
  "homo_lumo_gap_ev": 5.56,
  "total_energy_ev": -41305.8913,
  "species": ["N", "H", "H", "H", "H", "N", "H", "H", "H", "H", "O", "H", "C", "O", "O", "C", "F", "F", "F", "C", "C", "H", "H", "H", "H", "H", "H", "C", "O", "O", "C", "F", "F", "F", "C", "C", "H", "H", "H", "H", "H", "H", "C", "O", "H", "H", "H", "H"],
  "xyz": [[-0.118, 1.007, 0.113], [-0.981, 1.461, 0.376], [0.441, 1.716, -0.340], [-0.457, 0.304, -0.529], [0.240, 0.683, 1.000], [-2.524, -1.422, 0.263], [-2.174, -1.237, -0.666], [-1.901, -1.287, 1.046], [-2.699, -2.410, 0.146], [-3.374, -0.903, 0.433], [-2.338, 2.573, 0.587], [-2.024, 3.493, 0.494], [-1.341, -0.382, -2.896], [-0.307, -0.814, -2.075], [-2.143, 0.340, -2.039], [-0.885, 0.404, -4.153], [-0.201, -0.241, -5.090], [-1.931, 0.938, -4.853], [-0.151, 1.441, -3.690], [0.398, -1.994, -2.492], [0.887, -2.715, -1.236], [0.227, -2.616, -0.375], [0.962, -3.790, -1.400], [1.878, -2.444, -0.871], [1.247, -1.674, -3.096], [-0.151, -2.685, -3.133], [-1.982, -1.189, -3.249], [-0.174, -0.605, 3.298], [0.901, -0.305, 2.407], [-1.260, -0.188, 2.486], [-0.233, -1.996, 3.995], [0.541, -2.948, 3.392], [0.148, -1.847, 5.212], [-1.489, -2.495, 4.103], [2.226, -0.240, 2.898], [3.069, 0.403, 1.786], [2.839, 0.029, 0.788], [2.870, 1.472, 1.714], [4.151, 0.347, 1.906], [2.614, -1.188, 3.271], [2.363, 0.493, 3.693], [-0.148, 0.159, 4.075], [0.249, 3.680, -1.452], [1.173, 3.129, -0.563], [-0.435, 4.386, -0.981], [0.748, 4.333, -2.167], [-0.342, 2.940, -1.991], [1.594, 3.884, -0.145]],
  "forces_ev_per_a": [[0.0, -0.7, -0.2], [-2.3, 2.0, 0.6], [0.3, -0.4, 0.2], [0.4, -0.4, -0.3], [0.3, -0.6, 0.2], [-1.0, -1.7, -0.8], [0.6, 2.1, -0.9], [1.4, 1.2, 1.6], [-0.6, -0.5, 0.7], [-0.2, 0.4, -0.1], [0.7, 0.4, 0.0], [-0.3, -0.6, 0.1], [-3.9, 1.5, 1.5], [1.6, -2.1, -0.8], [1.1, -0.6, -1.6], [-1.1, 1.6, 1.2], [1.0, -0.8, -0.2], [0.3, -0.3, 0.7], [0.4, 0.0, -0.8], [1.0, 0.5, 0.7], [0.2, -0.7, 0.2], [-0.2, 0.3, -0.1], [0.0, -0.1, -0.2], [0.0, 0.5, -0.2], [0.2, -0.1, -0.1], [-0.7, 0.2, 0.1], [0.4, -1.1, -0.7], [-3.5, 3.3, -3.0], [1.8, -1.4, 0.7], [1.0, -3.0, 1.4], [-0.9, 0.3, -2.5], [-0.3, 0.1, 0.2], [1.5, -0.1, 2.8], [0.2, -0.1, -0.7], [0.7, 1.0, -0.6], [0.1, 0.0, -0.6], [-0.1, -0.4, 0.1], [-0.3, 0.1, 0.2], [0.0, -0.4, 0.3], [0.0, -0.3, -0.3], [-0.6, -0.1, 0.7], [0.5, -0.3, 0.9], [-1.0, 1.6, -1.2], [1.0, 0.6, 0.2], [-0.3, -0.4, 0.5], [0.4, -0.3, -0.5], [0.2, -0.2, 0.4], [0.2, -0.3, 0.3]]
}

=====

{
  "formula": "C9H26Br3CaN4O3",
  "method": "wB97M-V/def2-TZVPD",
  "molar_mass_da": 518.12,
  "charge": -1,
  "homo_lumo_gap_ev": 7.89,
  "total_energy_ev": -250433.4745,
  "species": ["Ca", "Br", "Br", "Br", "C", "O", "N", "N", "H", "H", "H", "H", "C", "C", "C", "O", "C", "N", "H", "H", "H", "H", "H", "H", "H", "H", "H", "H", "H", "C", "C", "C", "O", "C", "N", "H", "H", "H", "H", "H", "H", "H", "H", "H", "H", "H"],
  "xyz": [[9.305, 7.690, 8.738], [8.511, 5.083, 8.178], [10.963, 10.105, 8.075], [9.310, 8.130, 11.528], [9.748, 7.460, 5.646], [8.889, 7.912, 6.432], [9.501, 6.234, 5.130], [10.779, 8.178, 5.226], [10.319, 5.709, 4.820], [8.838, 5.704, 5.716], [11.458, 7.972, 4.527], [10.927, 9.124, 5.583], [12.659, 6.003, 10.579], [12.849, 6.917, 9.389], [14.170, 6.578, 8.633], [14.265, 7.287, 7.407], [14.569, 8.662, 7.494], [11.717, 6.817, 8.509], [12.565, 5.039, 10.068], [11.764, 6.236, 11.117], [13.421, 6.011, 11.383], [12.849, 7.973, 9.690], [14.077, 5.458, 8.348], [14.936, 6.628, 9.369], [14.898, 8.950, 6.507], [15.276, 8.990, 8.235], [13.634, 9.275, 7.636], [11.882, 7.296, 7.598], [11.595, 5.870, 8.260], [5.685, 7.713, 9.788], [5.944, 8.799, 8.758], [5.122, 9.998, 9.139], [5.209, 10.961, 8.132], [4.610, 12.217, 8.567], [7.334, 9.138, 8.820], [4.665, 7.371, 9.897], [5.945, 8.149, 10.772], [6.243, 6.796, 9.620], [5.697, 8.420, 7.740], [5.444, 10.417, 10.085], [4.031, 9.638, 9.203], [4.262, 12.718, 7.651], [5.396, 12.788, 9.018], [3.692, 12.176, 9.174], [7.516, 9.658, 9.656], [7.628, 9.753, 8.078]],
  "forces_ev_per_a": [[0.5, 0.3, 0.4], [-0.1, -0.5, 0.0], [-0.1, 0.1, -0.1], [0.0, -0.1, 0.1], [-2.3, 0.1, 0.4], [0.8, 0.4, -0.1], [0.8, -1.2, -0.4], [1.4, 1.8, -0.1], [-0.5, 0.1, 0.1], [0.5, 0.3, -0.2], [-0.1, -0.9, -0.4], [-0.6, -0.5, 0.6], [0.3, -0.3, -0.2], [1.1, 1.4, 0.0], [-2.7, -1.8, -0.5], [1.0, -0.6, 0.8], [-2.1, 1.1, -0.6], [-0.8, 0.9, -1.2], [0.0, -0.5, 0.8], [-0.9, 0.1, 0.0], [0.2, -0.1, -0.9], [0.3, -0.1, 0.1], [0.3, 1.6, 0.2], [1.5, 0.6, 0.1], [0.5, 0.1, -0.3], [0.6, -0.4, 0.5], [0.7, -0.6, 0.2], [0.2, -0.1, 1.1], [-0.4, -1.6, -0.3], [0.1, 0.0, 1.0], [-0.6, -0.8, 0.0], [-2.3, -1.0, -0.9], [-1.1, 1.5, 0.3], [0.0, -0.7, -1.8], [1.1, -0.1, -0.6], [-0.6, 0.3, -0.4], [0.2, -0.5, -0.3], [0.5, 0.2, 0.0], [0.1, 0.5, 0.6], [0.1, -0.1, 0.5], [1.2, 0.6, 0.3], [0.4, 0.0, 0.1], [0.2, 0.6, 0.6], [0.5, -0.7, 0.2], [0.3, 0.1, 0.8], [-0.1, 0.3, -0.5]]
}